Entry 1:
# C30H43CoF5P2

A molecular structure, C30H43CoF5P2 in a non-equilibrium geometry (ωB97M-V/def2-TZVPD, the OMol25 dataset).

XYZ file:
```
81
C30H43CoF5P2, DFT ωB97M-V/def2-TZVPD
Co -0.41602 -0.03285 -4.26103
C -0.55319 -2.12359 -0.22472
C 0.78573 -2.33540 -0.69822
C 0.79238 -0.72798 0.97818
C -0.55634 -1.11056 0.78882
C 1.60805 -1.45290 0.04762
C -1.69825 -2.97261 -0.58390
H -1.52920 -3.52368 -1.52985
H -2.63579 -2.39584 -0.67124
H -1.84499 -3.72315 0.21797
C -1.69376 -0.62927 1.60146
H -2.68280 -0.91254 1.21058
H -1.72615 0.46901 1.70818
H -1.54379 -1.06636 2.59672
C 1.25703 0.05428 2.14412
H 1.00808 -0.52828 3.04664
H 0.74710 1.02717 2.22085
H 2.34052 0.23829 2.13579
C 3.07283 -1.39641 -0.05281
H 3.52600 -2.04010 0.71972
H 3.42777 -0.36717 0.08514
H 3.41806 -1.77174 -1.02651
C 1.24777 -3.35340 -1.62716
H 1.52950 -4.25958 -1.12900
H 2.11119 -3.00840 -2.16761
H 0.46690 -3.58096 -2.32763
C -1.55974 0.70058 -5.75555
C -1.73173 -0.70518 -5.91775
C -0.76355 -1.66146 -6.52892
C 0.76626 -1.46895 -6.24208
C 1.13776 -0.72038 -4.97662
C 1.18412 0.72272 -4.86608
C 0.70250 1.75543 -5.82295
C -0.59354 1.49754 -6.58925
H -0.96191 -1.79012 -7.60902
H 1.19017 -0.99444 -7.12462
H -1.11523 -2.63619 -6.17461
H -0.33643 1.05756 -7.57020
H -2.46326 1.25109 -5.50190
H -2.79501 -1.04496 -5.88152
H -1.05394 2.47525 -6.80556
H 0.64916 2.75373 -5.37865
H 2.07233 1.08565 -4.32942
H 1.56958 1.76140 -6.47664
H 1.16074 -2.49761 -6.22473
H 1.96255 -1.21781 -4.41808
P -1.54198 0.50098 -1.63454
P 1.39816 1.38891 -1.57293
C -1.15264 1.95284 -2.77853
C 0.22383 2.42526 -2.41175
H -1.97065 2.68672 -2.68550
H -1.10578 1.65790 -3.89588
H 0.65181 3.19695 -3.08821
H -0.56345 3.51251 -1.00282
C 1.89766 2.32930 -0.09633
H 2.60882 1.67610 0.43922
H 1.03324 2.59032 0.52598
H 2.39556 3.22244 -0.48912
C 3.10531 1.34426 -2.32150
H 3.29904 2.28667 -2.85210
H 3.22203 0.45384 -2.97304
H 3.78835 1.21420 -1.46825
C -3.33001 0.70115 -1.37863
H -3.72404 -0.22478 -0.95529
H -3.79743 0.88896 -2.34224
H -3.51742 1.53186 -0.69687
C -1.94701 -0.79058 -2.94660
H -1.10529 -1.50109 -3.18569
H -2.55293 -0.45327 -3.82311
H -2.66618 -1.46094 -2.44112
F -0.72734 3.09787 1.53730
C -1.42087 4.06673 0.86606
C -1.32556 4.13496 -0.50864
C -2.29297 4.83193 -1.20284
F -2.41124 4.72956 -2.56785
C -3.26292 5.55197 -0.50740
F -4.16363 6.25757 -1.20527
C -3.26870 5.58330 0.89386
F -4.06781 6.43191 1.56363
C -2.32845 4.81408 1.58788
F -2.20226 4.80788 2.92626
```

HOMO (spin up / spin down), eV: -9.405 / -9.320
2S+1: 5
ΔE to the lowest compared entry with this formula, charge and spin, eV: 3.339
Lowest unoccupied orbital energy (spin up / spin down), Eh: -0.127 / -0.146
Net charge: +1
⟨S²⟩: 6.054

Electronic structure analysis, Löwdin charges in units of e: atom 1 (Co): 0.411, atom 2 (C): -0.235, atom 3 (C): -0.227, atom 4 (C): -0.244, atom 5 (C): -0.268, atom 6 (C): -0.219, atom 7 (C): -0.049, atom 8 (H): 0.083, atom 9 (H): 0.062, atom 10 (H): 0.112, atom 11 (C): -0.048, atom 12 (H): 0.072, atom 13 (H): 0.077, atom 14 (H): 0.097, atom 15 (C): -0.051, atom 16 (H): 0.097, atom 17 (H): 0.067, atom 18 (H): 0.077, atom 19 (C): -0.029, atom 20 (H): 0.111, atom 21 (H): 0.058, atom 22 (H): 0.080, atom 23 (C): -0.053, atom 24 (H): 0.087, atom 25 (H): 0.062, atom 26 (H): 0.060, atom 27 (C): -0.209, atom 28 (C): -0.118, atom 29 (C): -0.165, atom 30 (C): -0.141, atom 31 (C): -0.192, atom 32 (C): -0.241, atom 33 (C): -0.184, atom 34 (C): -0.145, atom 35 (H): 0.136, atom 36 (H): 0.116, atom 37 (H): 0.114, atom 38 (H): 0.131, atom 39 (H): 0.128, atom 40 (H): 0.145, atom 41 (H): 0.130, atom 42 (H): 0.114, atom 43 (H): 0.079, atom 44 (H): 0.132, atom 45 (H): 0.122, atom 46 (H): 0.130, atom 47 (P): 0.977, atom 48 (P): 0.866, atom 49 (C): -0.398, atom 50 (C): -0.387, atom 51 (H): 0.079, atom 52 (H): 0.058, atom 53 (H): 0.088, atom 54 (H): 0.078, atom 55 (C): -0.247, atom 56 (H): 0.032, atom 57 (H): 0.021, atom 58 (H): 0.060, atom 59 (C): -0.267, atom 60 (H): 0.054, atom 61 (H): 0.032, atom 62 (H): 0.039, atom 63 (C): -0.272, atom 64 (H): 0.041, atom 65 (H): 0.048, atom 66 (H): 0.046, atom 67 (C): -0.298, atom 68 (H): 0.076, atom 69 (H): 0.056, atom 70 (H): 0.059, atom 71 (F): 0.060, atom 72 (C): -0.172, atom 73 (C): 0.060, atom 74 (C): -0.165, atom 75 (F): 0.063, atom 76 (C): -0.126, atom 77 (F): 0.125, atom 78 (C): -0.099, atom 79 (F): 0.133, atom 80 (C): -0.124, atom 81 (F): 0.129

Entry 2:
# C6H9N

A molecular structure, C6H9N (ωB97M-V/def2-TZVPD, the OMol25 dataset).

XYZ file:
```
16
C6H9N, DFT ωB97M-V/def2-TZVPD
C 2.02425 -0.07135 -0.01784
N 0.65064 -0.49954 -0.23549
C -0.23853 -0.07839 0.90108
C -0.60738 1.21420 0.13886
C -0.51080 0.22685 -1.03055
C -1.59425 -0.79514 -0.70447
C -1.39643 -1.01194 0.59625
H 2.36159 -0.64446 0.86235
H 2.68025 -0.36798 -0.84023
H 2.18896 0.99296 0.21986
H 0.20099 -0.04694 1.89948
H 0.20869 1.94245 0.09782
H -1.55640 1.71601 0.35457
H -0.45000 0.56100 -2.07023
H -2.22784 -1.32283 -1.40655
H -1.73374 -1.81490 1.23509
```

HOMO, eV: -8.387
ΔE to the lowest compared entry with this formula, charge and spin, eV: 3.348
Lowest unoccupied orbital energy, Eh: 0.043

Electronic structure analysis, natural (NBO) charges in units of e: atom 1 (C): -0.423, atom 2 (N): -0.420, atom 3 (C): -0.115, atom 4 (C): -0.396, atom 5 (C): -0.099, atom 6 (C): -0.201, atom 7 (C): -0.179, atom 8 (H): 0.204, atom 9 (H): 0.205, atom 10 (H): 0.160, atom 11 (H): 0.206, atom 12 (H): 0.200, atom 13 (H): 0.207, atom 14 (H): 0.212, atom 15 (H): 0.219, atom 16 (H): 0.219

Entry 3:
# C3H6N2O

2 unconnected molecules or ions with the total composition C3H6N2O in a non-equilibrium geometry (ωB97M-V/def2-TZVPD, the OMol25 dataset).

XYZ file:
```
12
C3H6N2O, DFT ωB97M-V/def2-TZVPD
C -0.07612 -0.70651 -1.41062
C 0.04925 0.25564 -0.34834
N -0.97642 -0.15367 0.54719
C -1.74073 -1.14483 -0.01484
N -1.19227 -1.48305 -1.22786
H 0.92791 -0.98359 -1.82349
H 0.90237 0.97087 -0.41331
H -2.46065 -1.71565 0.67416
H -1.65243 -2.17719 -1.80636
H 2.13202 1.66351 2.13138
H 2.41920 3.04359 1.84177
O 1.66790 2.43089 1.85033
```

HOMO (spin up / spin down), eV: -14.685 / -14.684
2S+1: 2
ΔE to the lowest compared entry with this formula, charge and spin, eV: 1.736
Lowest unoccupied orbital energy (spin up / spin down), Eh: -0.177 / -0.308
Net charge: +1
⟨S²⟩: 0.764

Electronic structure analysis, natural (NBO) charges in units of e: atom 1 (C): 0.159, atom 2 (C): 0.091, atom 3 (N): -0.387, atom 4 (C): 0.349, atom 5 (N): -0.545, atom 6 (H): 0.274, atom 7 (H): 0.294, atom 8 (H): 0.292, atom 9 (H): 0.470, atom 10 (H): 0.462, atom 11 (H): 0.478, atom 12 (O): -0.936